1.
The following is a quantum chemistry calculation of the molecule C5H12O2, from the Open Molecules 2025 dataset.

Atoms and positions in Å:
C: -2.18 1.52 0.14
C: -1.40 0.21 0.26
C: 0.02 0.21 -0.32
O: 0.73 1.39 0.07
C: 0.82 -1.06 0.12
C: 1.91 -1.51 -0.86
O: 1.40 -0.76 1.38
H: -1.75 2.32 0.76
H: -2.21 1.89 -0.89
H: -3.21 1.38 0.47
H: -1.33 -0.07 1.32
H: -1.96 -0.59 -0.23
H: -0.02 0.27 -1.41
H: 0.43 1.63 0.96
H: 0.15 -1.91 0.31
H: 2.32 -0.67 -1.44
H: 2.73 -1.95 -0.28
H: 1.57 -2.28 -1.57
H: 1.99 -0.02 1.21

HOMO (Eh): -0.3699
Total charge: 0
Strongest force on any atom (eV/A): 0.39
HOMO-LUMO gap (eV): 10.98
ΔE to the lowest compared entry with this formula, charge and spin (kJ/mol): 73.0

2.
The following is a quantum chemistry calculation of a cluster of 2 separate species, C3H9NO2Si in total at a distorted geometry, from the Open Molecules 2025 dataset.

Atoms and positions in Å:
C: -0.81 -1.03 -1.25
C: 0.38 -0.37 1.72
C: -1.19 1.68 -0.18
N: 3.03 -1.64 0.00
O: 1.42 0.56 -0.86
O: 3.03 -0.64 -0.54
Si: 0.07 0.22 -0.12
H: -1.85 -0.91 -1.12
H: -0.54 -0.59 -2.28
H: -0.64 -2.12 -1.20
H: 0.84 0.43 2.19
H: -0.53 -0.67 2.14
H: 1.06 -1.18 1.74
H: -1.60 1.83 0.86
H: -0.63 2.66 -0.23
H: -2.05 1.77 -0.86

HOMO (spin up / spin down) (Eh): -0.3552 / -0.3395
Total charge: 0
Strongest force on any atom (eV/A): 4.04
HOMO-LUMO gap (spin up / spin down) (eV): 8.74 / 7.29
ΔE to the lowest compared entry with this formula, charge and spin (kJ/mol): 637.2

3.
The following is a quantum chemistry calculation of a cluster of 2 separate species, C30H35Br2F3NO4 in total at a distorted geometry, from the Open Molecules 2025 dataset.

Atoms and positions in Å:
C: -1.56 -0.91 -6.11
C: -2.35 -1.16 -4.75
C: -3.92 -1.08 -5.00
C: -4.72 -1.17 -3.63
C: -5.20 0.22 -3.04
C: -4.27 1.44 -3.43
C: -4.81 2.76 -2.71
C: -4.33 4.08 -3.45
C: -3.14 4.86 -2.75
C: -2.14 3.93 -1.94
C: -1.23 3.19 -2.99
C: -0.12 2.26 -2.41
C: 0.74 1.72 -3.33
C: 1.90 0.74 -3.00
O: 2.68 0.48 -3.89
C: 2.03 0.19 -1.57
C: 3.01 -0.81 -1.12
C: 4.06 -1.45 -2.09
O: 5.27 -1.34 -1.76
O: 3.75 -2.08 -3.18
C: 3.09 -1.26 0.29
C: 2.19 -0.70 1.31
C: 2.26 -1.09 2.81
C: 1.93 -2.61 3.10
C: 1.47 -2.73 4.62
F: 0.13 -2.34 4.79
Br: 2.54 -1.58 5.85
C: 1.60 -4.22 5.19
F: 2.93 -4.39 5.58
F: 1.20 -5.18 4.31
Br: 0.56 -4.30 6.89
C: 1.21 0.30 0.85
C: 1.12 0.75 -0.55
C: 0.08 1.86 -0.94
O: -0.50 2.37 0.01
H: -0.97 -1.82 -6.42
H: -2.31 -0.68 -6.91
H: -0.83 -0.07 -5.97
H: -2.02 -0.46 -3.94
H: -2.10 -2.20 -4.38
H: -4.16 -2.03 -5.57
H: -4.22 -0.23 -5.66
H: -5.64 -1.79 -3.85
H: -4.10 -1.76 -2.91
H: -6.27 0.45 -3.29
H: -5.13 0.13 -1.91
H: -3.23 1.17 -3.07
H: -4.29 1.57 -4.55
H: -5.93 2.71 -2.85
H: -4.64 2.75 -1.61
H: -4.12 3.84 -4.53
H: -5.23 4.77 -3.48
H: -3.52 5.73 -2.14
H: -2.53 5.32 -3.58
H: -2.64 3.27 -1.19
H: -1.47 4.63 -1.36
H: -0.70 4.00 -3.58
H: -1.87 2.65 -3.75
H: 0.61 1.97 -4.42
H: 3.89 -2.00 0.55
H: 3.31 -0.91 3.16
H: 1.52 -0.46 3.37
H: 1.11 -3.03 2.48
H: 2.81 -3.29 2.98
H: 0.52 0.73 1.61
N: 5.10 -2.10 8.64
C: 6.46 -1.95 8.71
C: 6.76 -1.26 9.86
C: 5.53 -0.99 10.51
C: 4.53 -1.52 9.74
H: 4.60 -2.56 7.90
H: 7.10 -2.35 7.93
H: 7.75 -0.99 10.19
H: 5.40 -0.46 11.45
H: 3.46 -1.53 9.88

HOMO (Eh): -0.1581
Total charge: -1
Strongest force on any atom (eV/A): 3.83
HOMO-LUMO gap (eV): 5.80

4.
The following is a quantum chemistry calculation of the molecule CH5INPS at a distorted geometry, from the Open Molecules 2025 dataset.

Atoms and positions in Å:
C: -0.24 0.19 -1.31
P: 0.53 -0.24 0.28
N: -0.75 0.03 1.25
S: 1.75 -1.77 0.39
I: 1.80 1.84 0.67
H: 0.52 0.27 -2.11
H: -0.97 -0.75 -1.53
H: -0.90 1.03 -1.24
H: -0.32 0.07 2.17
H: -1.43 -0.66 1.43

HOMO (Eh): -0.3243
Total charge: 0
Strongest force on any atom (eV/A): 3.62
HOMO-LUMO gap (eV): 8.85
ΔE to the lowest compared entry with this formula, charge and spin (kJ/mol): 44.2

5.
The following is a quantum chemistry calculation of the molecule C2HBrClNO2 at a distorted geometry, from the Open Molecules 2025 dataset.

Atoms and positions in Å:
O: -2.08 1.64 0.18
C: -1.93 0.48 0.07
O: -0.68 -0.21 -0.04
N: 0.64 0.38 -0.08
C: 1.70 -0.34 -0.09
Cl: 1.65 -2.08 0.03
Br: 3.37 0.43 -0.04
H: -2.67 -0.31 -0.03

HOMO (Eh): -0.3852
Total charge: 0
Strongest force on any atom (eV/A): 3.50
HOMO-LUMO gap (eV): 10.78
ΔE to the lowest compared entry with this formula, charge and spin (kJ/mol): 56.8

6.
The following is a quantum chemistry calculation of a structure of composition C24H8AlB5Br4O42V at a distorted geometry, from the Open Molecules 2025 dataset.

Atoms and positions in Å:
O: -5.49 6.65 -3.05
V: -5.04 6.76 -1.55
O: -4.43 8.18 -1.19
Al: 5.14 0.81 3.05
O: 5.81 -4.63 3.46
C: 5.33 -5.55 2.82
O: 4.50 -5.49 1.77
B: 4.04 -6.89 1.49
O: 4.73 -7.81 2.41
C: 5.54 -7.12 3.18
O: 6.19 -7.54 4.13
O: 2.58 -7.12 1.57
C: 2.14 -7.24 0.33
O: 1.00 -7.16 -0.15
C: 3.38 -7.50 -0.55
O: 4.43 -7.23 0.12
O: 3.28 -7.36 -1.78
O: 0.64 4.57 4.73
C: -0.59 4.55 4.70
O: -1.47 5.50 4.75
B: -2.81 4.96 4.57
O: -2.59 3.52 4.41
C: -1.40 3.20 4.37
O: -0.77 2.17 4.15
O: -3.45 5.50 3.37
C: -4.69 5.82 3.55
O: -5.52 6.09 2.66
C: -4.92 5.77 5.07
O: -3.77 5.30 5.62
O: -5.96 6.08 5.60
O: 6.23 -1.45 -4.83
C: 7.03 -0.57 -5.06
O: 7.55 -0.46 -6.20
B: 8.60 0.61 -6.19
O: 8.54 1.09 -4.81
C: 7.59 0.51 -4.20
O: 7.21 0.67 -3.08
O: 9.90 0.06 -6.69
C: 10.23 0.62 -7.84
O: 11.18 0.29 -8.63
C: 9.32 1.80 -8.07
O: 8.35 1.68 -7.15
O: 9.32 2.65 -9.02
O: 0.52 -1.13 -0.43
C: -0.70 -1.26 -0.77
O: -1.80 -0.70 -0.19
B: -2.99 -0.88 -1.05
O: -2.51 -1.77 -2.14
C: -1.20 -1.99 -2.00
O: -0.58 -2.45 -2.93
O: -3.50 0.41 -1.51
C: -4.69 0.64 -1.06
O: -5.29 1.70 -1.06
C: -5.06 -0.61 -0.26
O: -4.01 -1.39 -0.19
O: -6.14 -0.74 0.24
O: 2.42 0.71 -7.56
C: 2.26 1.77 -6.99
O: 1.50 1.88 -5.93
B: 1.68 3.17 -5.30
O: 2.37 4.00 -6.32
C: 2.81 3.20 -7.30
O: 3.50 3.56 -8.26
O: 2.47 3.08 -4.10
C: 1.78 3.45 -3.09
O: 2.12 3.35 -1.96
C: 0.36 3.92 -3.50
O: 0.41 3.82 -4.84
O: -0.61 4.23 -2.80
Br: -0.35 -4.44 5.81
C: -2.18 -4.25 5.18
C: -2.75 -5.40 4.30
Br: -2.23 -7.12 5.19
H: -2.19 -3.29 4.66
H: -2.68 -4.09 6.14
H: -2.25 -5.34 3.34
H: -3.82 -5.37 4.09
Br: -12.73 1.37 6.65
C: -10.77 0.99 6.92
C: -10.16 0.15 5.77
Br: -8.25 -0.12 6.26
H: -10.52 0.57 7.89
H: -10.24 1.94 6.87
H: -10.21 0.91 4.99
H: -10.69 -0.75 5.44

HOMO (Eh): -0.3015
Total charge: -1
Strongest force on any atom (eV/A): 6.32
HOMO-LUMO gap (eV): 1.35

7.
The following is a quantum chemistry calculation of the ion C10H16NO3 with charge +1 at a distorted geometry, from the Open Molecules 2025 dataset.

Atoms and positions in Å:
C: 2.34 -3.64 0.69
C: 1.45 -2.62 0.20
C: 2.47 -4.06 1.96
C: 0.49 -1.98 0.80
C: -0.51 4.34 -1.76
C: -0.59 -1.10 0.85
C: -0.53 3.16 -0.79
C: -1.45 2.05 -1.31
C: -1.61 0.88 -0.33
C: -0.37 -0.01 -0.32
N: 0.81 -2.75 2.95
O: 0.36 -2.26 3.92
O: 1.87 -3.58 3.08
O: -0.11 -0.60 -1.53
H: 2.95 -4.13 -0.05
H: 1.58 -2.31 -0.84
H: 3.16 -4.84 2.24
H: -1.51 4.72 -1.92
H: -0.10 4.03 -2.72
H: 0.11 5.14 -1.37
H: -0.64 -0.54 1.78
H: -1.54 -1.62 0.69
H: 0.48 2.79 -0.66
H: -0.90 3.50 0.18
H: -1.07 1.69 -2.27
H: -2.44 2.47 -1.49
H: -2.47 0.28 -0.62
H: -1.79 1.28 0.67
H: 0.53 0.56 -0.05
H: -0.94 -0.84 -1.98

HOMO (Eh): -0.5025
Total charge: +1
Strongest force on any atom (eV/A): 2.45
HOMO-LUMO gap (eV): 8.32
ΔE to the lowest compared entry with this formula, charge and spin (kJ/mol): 369.6

8.
The following is a quantum chemistry calculation of the molecule C7H13N at a distorted geometry, from the Open Molecules 2025 dataset.

Atoms and positions in Å:
H: -2.93 -2.18 -0.18
N: -2.01 -1.72 -0.22
C: -2.03 -0.48 -0.05
C: -3.28 0.35 0.08
C: -0.55 0.38 -0.24
C: 0.44 -0.53 0.31
C: 1.90 0.27 0.04
C: 2.09 1.57 0.20
C: 3.06 -0.66 -0.16
H: -3.33 1.11 -0.71
H: -3.28 0.87 1.04
H: -4.18 -0.26 0.02
H: -0.48 0.55 -1.31
H: -0.67 1.31 0.32
H: 0.34 -0.70 1.38
H: 0.50 -1.47 -0.23
H: 3.07 2.02 0.16
H: 1.29 2.29 0.20
H: 3.12 -1.38 0.65
H: 2.93 -1.23 -1.09
H: 4.01 -0.13 -0.22

HOMO (Eh): -0.3361
Total charge: 0
Strongest force on any atom (eV/A): 5.21
HOMO-LUMO gap (eV): 10.12
ΔE to the lowest compared entry with this formula, charge and spin (kJ/mol): 165.9

9.
The following is a quantum chemistry calculation of a structure of composition C32H88CrCsN8O16S2 at a distorted geometry, from the Open Molecules 2025 dataset.

Atoms and positions in Å:
Cr: -0.99 1.14 3.64
Cs: 0.73 -0.47 -0.10
S: 0.78 -0.93 3.72
O: -0.62 -0.80 3.13
O: 1.75 -1.12 2.64
O: 0.85 0.39 4.33
O: 0.78 -2.05 4.68
S: -0.45 2.96 1.00
O: -0.38 2.52 -0.39
O: -0.17 1.87 1.89
O: 0.33 4.15 1.26
O: -1.72 3.47 1.42
C: -6.85 0.81 0.32
C: -5.65 0.96 -0.61
C: -5.47 2.49 -1.10
O: -4.77 2.63 -2.36
C: -4.93 4.01 -2.88
N: -4.43 0.30 -0.04
H: -7.76 1.26 -0.09
H: -6.69 1.47 1.18
H: -7.10 -0.15 0.77
H: -6.00 0.58 -1.57
H: -4.90 3.02 -0.33
H: -6.43 3.00 -1.19
H: -4.44 3.88 -3.84
H: -4.36 4.67 -2.23
H: -5.96 4.23 -3.17
H: -4.51 -0.69 -0.19
H: -3.65 0.37 -0.67
C: 4.85 -0.10 1.78
C: 4.83 0.63 3.04
C: 5.85 1.86 2.99
O: 7.13 1.24 3.00
C: 8.13 2.24 3.32
N: 3.51 1.23 3.09
H: 5.85 -0.51 1.62
H: 4.48 0.41 0.90
H: 4.21 -0.98 1.83
H: 5.06 -0.12 3.80
H: 5.64 2.34 3.95
H: 5.51 2.53 2.20
H: 8.01 3.10 2.66
H: 9.15 1.91 3.09
H: 7.91 2.56 4.34
H: 3.46 1.55 2.14
H: 2.72 0.60 3.15
C: 3.10 -5.32 0.19
C: 2.18 -4.41 0.95
C: 1.66 -4.95 2.27
O: 0.93 -6.22 2.14
C: -0.42 -6.35 1.89
N: 2.89 -3.14 1.20
H: 2.65 -6.31 0.24
H: 4.13 -5.43 0.52
H: 3.03 -4.96 -0.83
H: 1.38 -4.23 0.23
H: 1.02 -4.22 2.74
H: 2.49 -5.16 2.95
H: -0.57 -7.23 1.26
H: -0.96 -5.50 1.49
H: -1.12 -6.51 2.71
H: 3.75 -3.22 1.72
H: 2.33 -2.54 1.79
C: 5.72 -1.65 -1.89
C: 4.42 -0.90 -2.31
C: 3.54 -1.78 -3.21
O: 4.03 -1.95 -4.47
C: 3.15 -2.67 -5.38
N: 3.64 -0.70 -1.15
H: 5.54 -2.65 -1.49
H: 6.36 -0.90 -1.43
H: 6.19 -1.78 -2.87
H: 4.79 -0.02 -2.82
H: 2.65 -1.25 -3.54
H: 3.16 -2.71 -2.78
H: 3.15 -3.75 -5.20
H: 3.57 -2.40 -6.35
H: 2.12 -2.34 -5.34
H: 4.16 -0.16 -0.48
H: 3.77 -1.62 -0.75
C: -2.15 -0.91 -3.40
C: -1.47 0.35 -2.91
C: -1.34 1.43 -4.06
O: -0.06 1.46 -4.60
C: -0.08 2.49 -5.63
N: -2.12 0.89 -1.72
H: -2.58 -1.48 -2.56
H: -1.44 -1.60 -3.84
H: -3.15 -0.77 -3.82
H: -0.48 0.01 -2.61
H: -1.39 2.43 -3.62
H: -2.11 1.22 -4.79
H: -0.36 3.47 -5.24
H: -0.79 2.19 -6.40
H: 0.93 2.50 -6.05
H: -2.92 1.49 -1.84
H: -1.49 1.48 -1.19
C: -4.04 -2.42 2.14
C: -2.93 -2.80 1.10
C: -3.44 -3.24 -0.27
O: -4.44 -2.42 -0.75
C: -5.41 -3.16 -1.44
N: -2.10 -1.61 1.03
H: -4.77 -3.21 2.02
H: -4.53 -1.44 2.12
H: -3.52 -2.49 3.10
H: -2.22 -3.56 1.42
H: -3.84 -4.24 -0.11
H: -2.72 -3.41 -1.08
H: -5.84 -4.01 -0.91
H: -4.88 -3.72 -2.21
H: -6.15 -2.53 -1.93
H: -2.59 -0.77 0.77
H: -1.66 -1.37 1.91
C: 3.68 2.47 -2.43
C: 2.30 3.07 -2.43
C: 1.85 4.08 -3.53
O: 2.81 5.06 -3.85
C: 3.23 5.96 -2.81
N: 1.40 1.95 -2.17
H: 3.72 2.00 -1.45
H: 4.40 3.27 -2.61
H: 3.92 1.66 -3.12
H: 2.23 3.61 -1.48
H: 0.81 4.40 -3.55
H: 2.03 3.54 -4.47
H: 2.44 6.50 -2.29
H: 3.88 6.72 -3.23
H: 3.82 5.39 -2.09
H: 0.72 2.23 -1.48
H: 0.82 1.97 -3.00
C: -5.13 1.82 3.42
C: -3.70 1.65 3.75
C: -3.43 0.64 4.94
O: -2.08 0.66 5.31
C: -1.71 -0.22 6.44
N: -2.88 1.35 2.65
H: -5.62 2.42 4.19
H: -5.73 0.91 3.37
H: -5.07 2.42 2.51
H: -3.36 2.64 4.05
H: -3.65 -0.35 4.56
H: -4.21 0.69 5.71
H: -0.65 -0.09 6.64
H: -2.00 -1.27 6.39
H: -2.25 0.10 7.33
H: -3.47 0.83 2.01
H: -2.78 2.09 1.97

HOMO (spin up / spin down) (Eh): -0.1696 / -0.1765
Total charge: -1
Strongest force on any atom (eV/A): 6.52
HOMO-LUMO gap (spin up / spin down) (eV): 6.30 / 6.49
2S+1: 5
ΔE to the lowest compared entry with this formula, charge and spin (kJ/mol): 654.8

10.
The following is a quantum chemistry calculation of a cluster of 2 separate species, C4H13NO2 in total at a distorted geometry, from the Open Molecules 2025 dataset.

Atoms and positions in Å:
C: 1.50 -0.53 3.03
C: 1.30 -0.75 1.53
C: 0.05 -0.33 0.71
N: 0.02 -1.22 -0.46
C: 0.19 1.12 0.24
O: -0.93 1.43 -0.56
H: 2.53 -0.78 3.27
H: 0.83 -1.11 3.66
H: 1.36 0.52 3.27
H: 1.39 -1.83 1.33
H: 2.13 -0.30 0.97
H: -0.85 -0.47 1.31
H: 0.81 -1.00 -1.06
H: -0.85 -1.06 -0.93
H: 1.14 1.11 -0.33
H: 0.33 1.85 1.04
H: -0.77 2.19 -1.09
O: -1.92 0.07 -3.76
H: -2.43 -0.14 -2.99
H: -0.98 0.13 -3.60

HOMO (Eh): -0.3478
Total charge: 0
Strongest force on any atom (eV/A): 1.13
HOMO-LUMO gap (eV): 10.13
ΔE to the lowest compared entry with this formula, charge and spin (kJ/mol): 75.1

11.
The following is a quantum chemistry calculation of the molecule C3H5N3 at a distorted geometry, from the Open Molecules 2025 dataset.

Atoms and positions in Å:
C: 0.28 -1.58 0.43
N: -0.41 -0.34 0.04
C: -0.41 0.97 0.58
C: -0.08 1.76 -0.49
N: 0.09 0.97 -1.60
N: -0.15 -0.24 -1.29
H: 1.10 -1.69 -0.30
H: 0.71 -1.54 1.43
H: -0.39 -2.42 0.26
H: -0.77 1.29 1.56
H: 0.04 2.82 -0.62

HOMO (Eh): -0.3590
Total charge: 0
Strongest force on any atom (eV/A): 1.04
HOMO-LUMO gap (eV): 10.62
ΔE to the lowest compared entry with this formula, charge and spin (kJ/mol): 202.6

12.
The following is a quantum chemistry calculation of the molecule C6H6F2 at a distorted geometry, from the Open Molecules 2025 dataset.

Atoms and positions in Å:
F: 1.97 -1.83 -0.47
C: 1.04 -0.93 -0.18
C: 1.30 0.10 0.60
C: 0.26 1.07 0.91
C: -1.02 0.89 0.18
F: -1.85 2.00 0.48
C: -1.40 -0.14 -0.53
C: -0.33 -1.18 -1.02
H: 2.21 0.03 1.23
H: 0.07 1.08 2.00
H: 0.64 2.18 0.80
H: -2.40 -0.17 -1.02
H: -0.09 -1.26 -2.04
H: -0.67 -2.16 -0.82

HOMO (Eh): -0.3418
Total charge: 0
Strongest force on any atom (eV/A): 4.34
HOMO-LUMO gap (eV): 10.29
ΔE to the lowest compared entry with this formula, charge and spin (kJ/mol): 84.4

13.
The following is a quantum chemistry calculation of a structure of composition C12H14N4ORhS3, from the Open Molecules 2025 dataset.

Atoms and positions in Å:
Rh: 0.28 -0.06 0.01
S: 0.26 -0.27 2.44
C: -0.63 -1.70 2.55
C: -0.97 -2.12 3.88
N: -1.23 -2.43 4.96
C: -1.07 -2.52 1.48
S: -0.79 -2.23 -0.16
C: -1.80 -3.71 1.80
N: -2.39 -4.67 2.02
S: 2.42 -0.03 -1.07
C: 1.79 -0.46 -2.59
N: 2.63 -0.76 -3.61
C: 2.19 -1.10 -4.84
C: 0.85 -1.16 -5.07
C: 0.02 -0.85 -3.99
N: 0.46 -0.50 -2.80
H: 3.62 -0.73 -3.42
H: 2.95 -1.32 -5.58
H: 0.45 -1.43 -6.04
H: -1.06 -0.88 -4.11
C: -3.38 0.60 0.45
C: -2.58 1.01 -0.77
O: -1.25 1.45 -0.45
C: -1.18 2.71 0.26
C: 0.25 3.16 0.30
H: -4.34 0.18 0.13
H: -3.59 1.44 1.11
H: -2.85 -0.17 1.02
H: -3.07 1.81 -1.32
H: -2.44 0.17 -1.45
H: -1.58 2.57 1.27
H: -1.82 3.42 -0.27
H: 0.88 2.46 0.86
H: 0.32 4.13 0.81
H: 0.65 3.28 -0.71

HOMO (spin up / spin down) (Eh): -0.4198 / -0.4629
Total charge: +1
Strongest force on any atom (eV/A): 0.14
HOMO-LUMO gap (spin up / spin down) (eV): 7.02 / 6.49
2S+1: 5